[1]
{"formula": "C5H12O", "method": "the ωB97M-V functional and the def2-TZVPD basis", "spin_multiplicity": 1, "homo_ev": -9.41, "charge": 0, "lumo_ev": 1.01, "smiles": "C/C=C/CC.O", "total_energy_ha": -272.90590, "e_above_lowest_kcal_mol": 26.8, "species": ["H", "C", "C", "H", "O", "H", "C", "C", "H", "H", "H", "H", "H", "H", "H", "C", "H", "H"], "xyz": [[1.7272, 1.8534, 1.0114], [0.1538, 0.6974, -0.9034], [1.6086, 0.5871, -1.5123], [0.2305, 1.6502, -0.3753], [1.3033, 2.2504, 1.7797], [1.8555, 1.4868, -2.0961], [-1.4037, -1.1703, -0.2051], [-1.8297, -2.3290, 0.6739], [-2.1015, -1.0971, -1.0379], [0.4071, 1.9511, 1.8267], [-1.8471, -3.2147, 0.0278], [2.3466, 0.2666, -0.7876], [0.3979, -0.6921, 0.7036], [-2.8641, -2.1624, 0.9642], [-0.4014, 0.8517, -1.8478], [-0.3132, -0.4383, -0.0881], [-1.1685, -2.5198, 1.5046], [1.5596, -0.2116, -2.2548]]}

***

[2]
{"formula": "C21H21N2O", "method": "the ωB97M-V functional and the def2-TZVPD basis", "spin_multiplicity": 1, "homo_ev": -10.47, "charge": 1, "lumo_ev": -4.29, "smiles": "CN(C[C@H](C(=O)c1ccccc1)[n+]1ccccc1)c1ccccc1", "total_energy_ha": -997.28145, "e_above_lowest_kcal_mol": 72.6, "species": ["C", "H", "H", "C", "H", "C", "H", "H", "C", "C", "H", "C", "H", "C", "N", "H", "C", "H", "C", "H", "O", "H", "H", "H", "C", "C", "C", "C", "C", "H", "C", "H", "C", "H", "H", "H", "C", "H", "C", "C", "H", "C", "N", "C", "H"], "xyz": [[-2.3079, -1.2329, 2.4773], [1.7489, -2.3359, 2.2399], [0.8460, -0.4333, -0.4644], [2.3842, 0.9318, 2.1433], [-5.0543, 1.4318, 1.8057], [-1.7970, -1.2877, -1.2623], [-1.7764, -1.3410, -0.1741], [-2.9332, -2.9152, -4.0327], [-1.2892, -0.1254, -1.8510], [-4.2793, 0.6976, 1.9841], [-2.8365, -3.1193, -1.5328], [-3.6372, -1.6148, 2.5076], [-1.4819, -1.9352, 2.6483], [-2.4905, -2.1036, -3.4220], [-0.7445, 0.7845, -0.9468], [4.2295, -2.3636, 2.6606], [3.7656, 0.9728, 2.3207], [-3.8509, -2.6525, 2.7811], [4.4557, -0.2192, 2.4749], [-5.6345, -0.9883, 2.1779], [-0.2516, 1.6770, 2.8316], [-2.6520, 2.1523, 1.8881], [-1.1117, 0.9885, -3.7294], [0.0210, -1.3268, 1.4113], [-0.5886, 0.5988, 2.3553], [3.7244, -1.4200, 2.4787], [-4.6089, -0.6403, 2.2180], [0.2757, -0.2720, 1.4701], [-2.4200, -2.2535, -2.0284], [-2.0053, -0.8726, -5.1110], [-1.4242, 0.0687, -3.2537], [5.5239, -0.1819, 2.5946], [-2.9565, 1.1104, 2.0204], [0.7306, 1.2926, 0.3541], [-1.7267, 2.3534, -1.9508], [-0.0423, 2.6854, -1.7708], [2.3608, -1.4162, 2.2555], [4.1985, 1.9723, 2.3672], [0.2740, 0.3433, 0.0602], [-0.8979, 2.2329, -1.2526], [1.7614, 1.8232, 2.1157], [-2.0021, 0.1318, 2.3041], [1.6979, -0.2393, 2.0696], [-1.9666, -0.9548, -4.0328], [-1.1313, 2.7953, -0.3385]]}

***

[3]
{"formula": "C5H12NO", "method": "the ωB97M-V functional and the def2-TZVPD basis", "spin_multiplicity": 1, "homo_ev": [-14.08, -14.08], "charge": 1, "lumo_ev": [-5.24, -5.24], "total_energy_ha": -327.26951, "e_above_lowest_kcal_mol": 119.3, "species": ["H", "H", "H", "H", "O", "C", "C", "H", "H", "H", "H", "H", "N", "C", "H", "H", "H", "C", "C"], "xyz": [[-1.4217, 0.9379, -1.2975], [-1.5252, 0.1486, 2.1794], [2.1850, 0.6981, -0.8227], [1.9119, -1.9229, -0.3161], [-0.5327, -1.4296, 1.0950], [1.2243, 1.2026, -0.8069], [-1.1593, 1.1835, -0.2954], [1.5645, 2.2563, -0.7546], [0.9989, -1.2322, -1.6674], [0.9547, 1.0272, -1.8200], [-1.9077, -1.5118, 2.5843], [0.3529, 0.8959, 1.2247], [0.2154, -0.7936, 0.2547], [0.9649, -1.6190, -0.6978], [0.6002, -2.6567, -0.7128], [-1.3469, 2.2849, -0.3927], [-2.0161, 0.7981, 0.2140], [-1.2891, -0.9015, 1.9136], [0.2260, 0.6341, 0.1181]]}

***

[4]
{"formula": "C4H8O", "method": "the ωB97M-V functional and the def2-TZVPD basis", "spin_multiplicity": 1, "homo_ev": -8.04, "charge": 0, "lumo_ev": 0.23, "total_energy_ha": -232.29337, "e_above_lowest_kcal_mol": 95.5, "species": ["C", "C", "C", "H", "H", "C", "H", "O", "H", "H", "H", "H", "H"], "xyz": [[1.2064, -0.4597, -0.0482], [0.3604, 1.3709, -0.1220], [-0.0289, -0.3412, 0.5890], [-0.6685, 1.7972, -0.1712], [1.3163, -0.9662, -1.0008], [-1.2798, -0.8958, -0.0410], [0.8722, 1.7547, 0.7850], [1.0354, 1.2216, -1.2231], [2.1296, -0.2333, 0.4783], [-2.1622, -0.3358, 0.2877], [-0.0355, -0.1645, 1.6624], [-1.2218, -0.8089, -1.1316], [-1.4458, -1.9500, 0.2116]]}